*w*
Formula: C6H8O2
Source: the Open Molecules 2025 dataset
Level of theory: ωB97M-V/def2-TZVPD

Summary:
SMILES: COc1ccc(C)o1
Orbital gap in eV: 8.4966

Last column: Mulliken charge in e.
CARTESIAN COORDINATES (ANGSTROEM)
C: -2.45864 0.93307 0.18067  -0.59
C: 2.17736 0.93837 -0.23711  -1.20
C: -0.89443 -0.85848 -0.36860  0.32
C: 1.09156 -0.07605 -0.11661  0.39
C: -0.13549 -1.91816 0.12162  -0.53
C: 1.17060 -1.41768 0.22606  -0.34
O: -0.08180 0.19263 -0.72619  -0.26
O: -1.99925 -0.38642 0.38219  -0.31
H: -0.51151 -2.86010 0.46412  0.43
H: 2.06186 -1.97062 0.45215  0.43
H: -2.57147 1.22988 -0.86956  0.28
H: -3.46111 0.98124 0.64352  0.25
H: -1.76206 1.62722 0.66492  0.23
H: 3.12008 0.43172 -0.46452  0.31
H: 1.98484 1.63371 -1.04134  0.31
H: 2.26946 1.51967 0.68869  0.27

---

*x*
Formula: C6H8O2
Source: the Open Molecules 2025 dataset
Level of theory: ωB97M-V/def2-TZVPD

Summary:
SMILES: O[C@@H]1C=C[C@@H]2C[C@]12O
Orbital gap in eV: 9.8247

Last column: Mulliken charge in e.
CARTESIAN COORDINATES (ANGSTROEM)
C: 1.18041 0.02655 -0.40182  0.47
C: 0.65799 1.47317 -0.52068  -0.63
C: -0.65884 1.53423 -0.14205  -0.38
C: -1.28174 0.11453 -0.31701  0.09
C: -1.14002 -0.58729 0.93406  -0.82
C: -0.05602 -0.73634 -0.24546  -0.12
H: 1.63999 -0.73722 1.38553  0.41
H: 1.69051 -0.08557 -1.42239  0.22
H: 1.45551 2.26178 -0.55166  0.36
H: -1.43870 2.41788 0.26191  0.23
H: -2.10575 0.01271 -1.16712  0.34
H: -2.04160 -1.32807 1.04247  0.28
H: -0.81059 0.12952 1.74867  0.26
H: 0.78404 -2.30636 -0.37930  0.40
O: 2.20824 -0.26628 0.54828  -0.56
O: -0.08342 -1.92325 -0.77342  -0.56

---

*y*
Formula: C6H8O2
Source: the Open Molecules 2025 dataset
Level of theory: ωB97M-V/def2-TZVPD

Summary:
Orbital gap in eV: 9.5539

Last column: Mulliken charge in e.
CARTESIAN COORDINATES (ANGSTROEM)
C: 2.42261 -0.44387 -0.19073  -0.55
C: 0.37827 0.52098 -0.04740  0.18
C: -0.60666 1.47772 -0.15297  -0.73
C: -1.80124 0.59109 -0.19692  -0.10
C: -1.52502 -0.51453 0.85398  -0.45
C: -0.59989 -0.74626 -0.29780  -0.23
H: 3.45625 -0.08735 -0.43770  0.26
H: 1.98735 -1.29162 -1.08011  0.21
H: 2.43432 -0.93906 0.88174  0.25
H: -0.16599 2.41298 -0.09329  0.47
H: -2.65354 1.14481 -0.01331  0.63
H: -0.84742 -0.02141 1.74358  0.20
H: -2.34789 -1.06102 1.46397  0.29
H: -0.30602 -1.59462 -0.96888  0.44
O: 1.80811 0.77823 -0.17520  -0.35
O: -1.63324 -0.22607 -1.28897  -0.51

---

*z*
Formula: C6H8O2
Source: the Open Molecules 2025 dataset
Level of theory: ωB97M-V/def2-TZVPD

Summary:
SMILES: C#C[C@](C)(O)C(C)=O
Orbital gap in eV: 10.0960

Last column: Mulliken charge in e.
CARTESIAN COORDINATES (ANGSTROEM)
C: 0.28818 -0.44904 -0.17186  1.44
C: 1.09029 -1.47075 0.62158  -1.49
C: -1.85333 0.97898 -0.12047  -1.17
C: -0.86341 0.16138 0.66122  0.43
O: -0.14507 -0.91721 -1.42409  -0.55
C: 1.06371 0.83576 -0.33675  -1.35
C: 1.78197 1.76758 -0.56231  0.25
O: -0.98559 -0.10040 1.83846  -0.56
H: -0.40448 -1.84191 -1.33516  0.36
H: 1.93067 -1.82185 0.02592  0.41
H: 1.46402 -1.02148 1.53783  0.33
H: 0.44166 -2.30114 0.90123  0.42
H: -1.92186 0.65110 -1.15481  0.33
H: -2.82969 0.94375 0.35601  0.37
H: -1.49532 2.00769 -0.12865  0.28
H: 2.43824 2.57754 -0.70814  0.50

---

Short version: *y* is the least stable of them.

---

*w*
Formula: C6H8O2
Source: the Open Molecules 2025 dataset
Level of theory: ωB97M-V/def2-TZVPD

Summary:
Orbital gap in eV: 8.1518

Last column: Mulliken charge in e.
CARTESIAN COORDINATES (ANGSTROEM)
C: 0.30176 -0.06998 1.02864  -0.91
C: 1.67726 -0.55219 0.62315  -0.93
C: -1.08715 -1.11427 0.20465  0.89
C: -1.83368 -0.03111 -0.70030  -0.43
C: 0.05893 1.63860 -1.29395  -0.84
O: -2.23407 -0.48389 0.62354  -0.36
C: -0.71339 0.76890 -0.69063  0.48
O: -0.73208 -2.25501 0.05645  -0.61
H: -2.46060 -0.29522 -1.53787  0.41
H: 0.24331 0.98610 1.28704  0.51
H: -0.04689 -0.58803 1.92727  0.41
H: 1.62968 -1.59630 0.31043  0.28
H: 2.10888 0.03003 -0.19217  0.25
H: 2.36842 -0.48560 1.46822  0.32
H: 1.13121 1.67910 -1.16965  0.24
H: -0.41159 2.36887 -1.94482  0.28

---

*x*
Formula: C6H8O2
Source: the Open Molecules 2025 dataset
Level of theory: ωB97M-V/def2-TZVPD

Summary:
SMILES: CCc1cc(O)co1
Orbital gap in eV: 8.7747

Last column: Mulliken charge in e.
CARTESIAN COORDINATES (ANGSTROEM)
C: 2.34450 -0.60758 0.47135  -0.99
C: 1.48886 0.47015 -0.28439  -0.34
C: 0.10731 0.46785 -0.00265  0.13
C: -0.92547 -0.55167 -0.20833  -0.43
C: -2.21412 -0.01945 0.07304  0.68
C: -2.00088 1.31849 0.28530  -0.62
H: 3.21767 -0.74411 -0.13842  0.35
H: 1.82077 -1.63282 0.39679  0.25
H: 2.75952 -0.51859 1.56304  0.27
H: 2.02964 1.51544 -0.38662  0.29
H: 1.67740 0.16313 -1.34918  0.22
H: -0.80388 -1.45488 -0.66487  0.38
H: -3.01335 -1.55068 -0.40269  0.33
H: -2.59595 2.27755 0.39308  0.34
O: -3.32385 -0.80128 0.17582  -0.50
O: -0.56817 1.66843 0.07873  -0.36

---

*y*
Formula: C6H8O2
Source: the Open Molecules 2025 dataset
Level of theory: ωB97M-V/def2-TZVPD

Summary:
Orbital gap in eV: 9.3756

Last column: Mulliken charge in e.
CARTESIAN COORDINATES (ANGSTROEM)
C: -2.19120 -0.96347 0.81138  -0.58
C: -0.71213 0.13296 -0.55261  0.55
C: 0.19719 -0.73538 0.00982  -0.82
C: 1.66022 -0.13091 -0.37760  0.20
C: 1.49833 1.22515 0.19274  -0.68
C: 0.35782 1.11540 -1.13272  -0.30
H: -1.38391 -2.04896 0.51073  0.33
H: -2.09998 -0.32711 1.96349  0.24
H: -3.24976 -1.39738 0.53316  0.25
H: 0.12620 -1.25522 1.34527  0.21
H: 2.62064 -0.73301 -0.16458  0.39
H: 1.17866 1.31861 1.13666  0.41
H: 2.35942 1.79705 -0.19386  0.26
H: 0.21997 1.66197 -2.12697  0.33
O: -2.03972 0.11742 -0.18912  -0.36
O: 1.45824 0.22286 -1.76579  -0.43

---

Short version: *y* is the least stable of them.

---

*w*
Formula: C6H8O2
Source: the Open Molecules 2025 dataset
Level of theory: ωB97M-V/def2-TZVPD

Summary:
SMILES: C1C[C@H]2O[C@@H]2[C@H]2O[C@H]12
Orbital gap in eV: 9.9692

Last column: Mulliken charge in e.
CARTESIAN COORDINATES (ANGSTROEM)
C: -0.50885 -1.25047 0.35779  -0.37
C: 1.00612 -0.82962 0.37214  -0.81
C: 0.96809 0.62083 0.52864  0.08
C: 0.40833 1.27101 -0.57497  -0.28
C: -1.06427 1.13684 -0.25007  -0.10
C: -1.30621 -0.35049 -0.66037  0.00
H: -0.32441 -2.28808 -0.24125  0.23
H: -0.84399 -1.34872 1.47016  0.36
H: 1.41791 -1.42885 1.16991  0.36
H: 1.48192 -1.13171 -0.61094  0.38
H: 0.39470 0.90000 1.54925  0.24
H: 0.71412 0.75623 -1.46762  0.41
H: -1.12139 1.60503 0.81192  0.31
H: -0.49961 -0.22620 -1.52467  0.03
O: 1.53242 1.92564 0.01084  -0.46
O: -2.25489 0.63855 -0.94077  -0.38

---

*x*
Formula: C6H8O2
Source: the Open Molecules 2025 dataset
Level of theory: ωB97M-V/def2-TZVPD

Summary:
Orbital gap in eV: 8.6999

Last column: Mulliken charge in e.
CARTESIAN COORDINATES (ANGSTROEM)
C: 0.85633 -0.65883 1.89919  -0.80
C: -0.17205 -0.35553 0.75931  0.31
C: -0.56260 0.69245 -0.03982  -0.25
C: -0.84689 2.21621 -0.42909  -0.87
C: -0.70392 -0.93401 -0.34442  0.01
C: 0.19060 -1.57132 -1.17887  0.55
H: 1.84291 -0.73008 1.03000  0.20
H: 0.81609 -1.89878 2.49145  0.26
H: 0.62434 0.30819 2.56811  0.29
H: -2.00370 2.40631 -0.06266  0.27
H: -0.17008 2.98054 0.06240  0.28
H: -0.83963 2.23518 -1.74552  0.24
H: -1.66902 -1.46121 -0.11767  0.29
H: 1.45472 0.34659 -1.51105  0.42
O: 1.32230 -0.97585 -1.56093  -0.60
O: -0.13942 -2.59987 -1.82044  -0.60

---

Short version: *w* is the least stable of them.

---

*w*
Formula: C6H8O2
Source: the Open Molecules 2025 dataset
Level of theory: ωB97M-V/def2-TZVPD

Summary:
Orbital gap in eV: 8.6240

Last column: Mulliken charge in e.
CARTESIAN COORDINATES (ANGSTROEM)
C: 0.23909 -0.19694 0.45956  1.07
C: 1.42219 -0.12667 1.33367  -0.49
C: -1.15124 -0.45832 0.97176  -1.25
C: 0.38131 1.30308 -0.75285  -1.00
C: -0.12005 -0.80046 -2.24275  -0.79
O: 1.16349 -1.24522 0.46792  -0.46
O: -0.56857 2.22879 -0.41690  -0.44
C: -0.00010 0.20881 -1.41198  0.90
H: -0.11292 2.93960 0.04654  0.39
H: 1.30436 -0.33447 2.39612  0.25
H: 2.25272 0.50293 1.04086  0.30
H: -1.66754 -1.17315 0.33040  0.28
H: -1.72271 0.46902 0.99029  0.28
H: -1.10276 -0.86824 1.98286  0.39
H: 0.08446 -0.66221 -3.29673  0.27
H: -0.40174 -1.78656 -1.89877  0.27

---

*x*
Formula: C6H8O2
Source: the Open Molecules 2025 dataset
Level of theory: ωB97M-V/def2-TZVPD

Summary:
Orbital gap in eV: 9.8922

Last column: Mulliken charge in e.
CARTESIAN COORDINATES (ANGSTROEM)
C: 1.39875 -0.85479 1.18647  -0.27
C: -0.60161 -1.24137 -0.16996  0.31
C: 0.26170 0.27810 0.85874  -0.52
C: -0.40012 1.68979 0.19037  -0.32
C: -0.76727 1.08546 -1.11284  -0.36
C: -0.65116 -0.22535 -1.33873  -0.38
H: 1.44858 -1.59995 2.21566  0.23
H: 2.35548 -0.39615 0.69722  0.26
H: -1.39586 -2.06995 -0.09213  0.33
H: 0.86356 0.26895 -0.09320  0.34
H: 0.49793 2.24404 0.07276  0.33
H: -1.21921 2.03896 0.87297  0.33
H: -0.58879 1.87002 -2.02863  0.22
H: -0.95407 -0.75136 -2.34014  0.28
O: 0.65932 -1.83125 0.22280  -0.39
O: -0.90723 -0.50516 0.85864  -0.40

---

*y*
Formula: C6H8O2
Source: the Open Molecules 2025 dataset
Level of theory: ωB97M-V/def2-TZVPD

Summary:
SMILES: C=C(C(C)=O)C(C)=O
Orbital gap in eV: 10.0920

Last column: Mulliken charge in e.
CARTESIAN COORDINATES (ANGSTROEM)
C: -1.61838 0.39916 -1.24395  -1.02
C: 1.45330 -1.36669 -0.40913  -1.03
C: 1.32144 0.15493 -0.03644  0.39
C: -1.21769 -0.04334 0.14077  0.33
C: 0.07272 0.48085 0.66634  0.80
C: 0.12104 1.08429 1.86303  -0.96
O: 2.18059 0.97451 -0.31334  -0.54
O: -1.97830 -0.68192 0.86627  -0.55
H: -0.75197 0.69596 -1.84009  0.35
H: -2.12432 -0.42344 -1.75499  0.31
H: 0.52579 -1.92665 -0.53909  0.37
H: 2.03365 -1.84489 0.38458  0.31
H: 2.00396 -1.41951 -1.35182  0.31
H: -2.29686 1.25277 -1.15800  0.31
H: -0.78889 1.25973 2.42978  0.31
H: 1.06393 1.40425 2.29609  0.31

---

Short version: *x* is the least stable of them.